Record 1
57
Properties=species:S:1:pos:R:3:forces:R:3:mulliken_charge:R:1 method="wB97M-V/def2-TZVPD" energy_ha=-1340.18701 homo_energy_ev="-14.90 / -14.90" homo_lumo_gap_ev="5.85 / 5.85" total_charge=+2
N 0.529 -0.397 1.436 0.44 0.67 10.62 -0.458
C 0.520 -0.180 2.745 2.22 -4.61 1.70 0.497
O 0.733 -0.571 4.102 -1.78 3.58 -10.10 -0.562
Na 0.345 -2.492 2.937 0.16 -1.01 0.49 0.781
Nb -0.176 -0.244 -0.313 0.22 2.42 -5.33 0.363
N 1.246 -0.849 -1.675 -3.02 0.32 3.12 0.052
N -0.251 1.774 -0.291 0.10 -3.15 0.28 0.888
C 2.662 -0.559 -1.809 0.82 1.07 0.22 1.144
C 0.169 2.744 0.759 -0.14 0.82 0.37 0.556
C 3.292 -1.474 -2.869 -0.07 0.13 0.26 -1.762
C 2.759 0.897 -2.320 0.13 0.21 -0.14 -1.338
C 3.415 -0.707 -0.427 -0.63 -0.32 -0.61 -1.224
C -0.835 2.653 1.926 -0.17 0.13 -0.07 -1.052
C 0.158 4.187 0.207 0.18 0.46 -0.15 -1.659
C 1.589 2.444 1.340 -0.52 0.28 -0.33 -1.215
H 3.105 -2.538 -2.646 0.29 0.40 -0.14 0.385
H 4.358 -1.237 -2.850 -0.03 -0.40 -0.15 0.481
H 2.919 -1.215 -3.870 0.13 -0.26 0.29 0.403
H 2.363 0.942 -3.352 0.15 0.18 0.49 0.428
H 3.814 1.192 -2.365 -0.25 0.05 -0.01 0.442
H 2.203 1.626 -1.685 0.39 -0.58 -0.36 0.180
H 2.989 -0.013 0.352 0.56 -0.57 -0.80 0.149
H 4.509 -0.500 -0.601 -1.20 -0.22 0.41 0.452
H 3.259 -1.769 -0.096 0.40 0.92 -0.11 0.280
H -1.885 2.803 1.591 0.63 -0.21 0.25 0.283
H -0.615 3.409 2.700 -0.07 -0.33 -0.38 0.446
H -0.717 1.658 2.392 -0.45 0.38 0.05 0.112
H -0.820 4.633 -0.066 0.30 -0.67 0.29 0.357
H 0.801 4.311 -0.673 0.02 -0.20 0.18 0.413
H 0.568 4.834 0.992 -0.08 -0.08 -0.20 0.450
H 1.770 3.241 2.103 0.23 -0.69 -0.78 0.484
H 2.328 2.452 0.508 -0.22 0.12 0.79 0.236
H 1.615 1.460 1.855 0.32 1.12 -0.45 0.183
C 0.471 -1.192 -2.868 0.62 0.10 -0.68 -0.874
H -0.644 -1.171 -2.656 1.17 -0.08 -0.43 0.240
H 0.730 -0.432 -3.661 -0.66 -0.81 0.54 0.337
H 0.811 -2.203 -3.209 -0.82 0.73 0.08 0.390
C -1.332 2.134 -1.236 0.14 0.50 0.45 -0.952
H -1.807 1.213 -1.673 0.27 0.57 0.21 0.262
H -2.093 2.696 -0.644 0.20 -0.46 -0.83 0.393
H -0.935 2.751 -2.078 -0.36 -0.46 0.62 0.307
C -1.417 -3.536 1.409 0.60 -0.40 0.31 -1.174
Si -2.601 -2.135 0.998 -1.40 -0.45 1.05 0.070
C -4.334 -2.848 0.768 0.07 -0.11 -0.05 -1.107
C -2.643 -1.030 2.505 0.12 0.25 0.10 -0.885
C -2.129 -1.227 -0.532 0.64 1.07 -1.53 -0.417
H -1.847 -4.414 0.906 0.50 -0.04 0.20 0.366
H -1.361 -3.782 2.501 -0.59 -0.01 -0.74 0.395
H -0.367 -3.420 1.070 -0.42 -0.23 -0.39 0.468
H -4.636 -3.492 1.605 0.21 0.10 -0.09 0.342
H -5.108 -2.074 0.694 0.26 0.03 -0.01 0.343
H -4.411 -3.455 -0.145 0.11 0.12 0.17 0.351
H -1.677 -0.640 2.896 -0.81 -0.19 -0.18 0.453
H -3.294 -0.179 2.270 0.15 0.01 0.30 0.308
H -3.128 -1.610 3.306 0.11 0.26 -0.11 0.353
H -1.992 -1.928 -1.395 -0.19 0.22 0.69 0.500
H -2.976 -0.540 -0.865 0.97 -0.69 0.60 0.356

***

Record 2
67
Properties=species:S:1:pos:R:3:forces:R:3:mulliken_charge:R:1 method="wB97M-V/def2-TZVPD" energy_ha=-1789.29491 homo_energy_ev=-7.83 homo_lumo_gap_ev=4.57 total_charge=+1
C -0.749 -0.831 5.449 0.54 0.13 0.09 -1.271
C -1.563 -0.378 4.299 -2.22 4.53 0.83 0.776
O -2.335 0.584 4.288 2.27 -3.77 -0.58 -0.422
N -1.329 -1.116 3.013 -0.95 -2.54 -0.32 0.417
H -0.594 -0.677 2.477 0.70 2.38 -1.18 -0.247
H -0.846 -1.996 3.124 0.16 -0.56 1.18 0.494
C -2.536 -1.524 2.187 0.09 2.28 -0.35 -0.756
H -0.861 -0.197 6.329 -0.96 -0.23 -0.06 0.369
H 0.314 -0.642 5.305 0.22 -0.36 -0.78 0.309
H -0.943 -1.894 5.592 0.19 -0.02 0.45 0.413
H -2.214 -1.862 1.202 0.23 -0.74 0.44 0.255
H -3.003 -0.576 1.919 -0.39 -0.03 0.43 0.302
H -3.228 -2.137 2.765 0.38 -0.11 -0.21 0.367
C 1.899 -5.451 -3.419 -1.34 2.09 1.14 -0.985
C 0.981 -4.169 -3.456 -3.39 -1.63 -2.96 0.564
O -0.141 -4.158 -3.995 4.26 0.32 2.47 -0.408
N 1.505 -2.870 -2.920 0.29 0.36 1.46 0.377
H 2.421 -2.573 -3.224 1.10 -0.97 0.00 0.489
H 1.052 -2.087 -3.369 -2.09 1.30 -0.91 -0.223
C 1.376 -2.696 -1.381 -0.34 -0.81 -1.18 -0.612
H 2.201 -5.566 -2.378 0.54 0.00 -0.02 0.348
H 2.748 -5.243 -4.069 -0.03 -0.47 -0.01 0.325
H 1.274 -6.321 -3.623 0.23 0.28 -0.61 0.319
H 0.322 -2.490 -1.194 0.16 0.05 -0.08 0.305
H 2.008 -1.877 -1.037 -0.04 -0.08 -0.19 0.181
H 1.641 -3.664 -0.957 0.17 0.25 0.19 0.387
C -5.134 2.673 -3.719 0.70 -0.46 -0.33 -1.325
C -4.296 1.569 -3.047 -2.02 0.58 -1.42 0.717
O -4.102 0.476 -3.463 0.41 0.93 1.05 -0.387
N -3.989 1.951 -1.595 1.10 -1.35 -0.17 -0.163
H -3.978 2.950 -1.451 -0.03 0.49 -0.18 0.403
H -4.803 1.610 -1.104 -0.26 -0.33 0.58 0.403
C -2.635 1.373 -1.051 -1.79 1.13 0.22 -0.843
H -5.497 2.328 -4.688 0.06 -0.25 0.20 0.369
H -4.545 3.564 -3.933 0.21 0.04 0.25 0.381
H -5.988 2.973 -3.112 0.06 -0.12 0.22 0.389
H -2.723 1.528 0.025 0.41 -0.01 -0.03 0.420
H -1.974 2.117 -1.496 0.76 -0.92 0.14 0.306
H -2.563 0.312 -1.288 0.30 0.44 -0.47 0.356
C 4.993 0.062 0.255 -0.79 1.42 0.29 -0.829
C 5.082 1.455 0.981 2.47 -2.00 -0.99 0.511
O 6.114 1.955 1.321 -1.44 0.08 -0.13 -0.441
N 3.780 2.111 1.265 0.93 1.14 0.85 0.303
H 3.618 2.895 0.649 0.08 0.33 -0.57 0.392
H 3.019 1.467 1.104 -1.18 -0.77 -0.39 -0.061
C 3.748 2.614 2.698 -0.34 -0.81 0.23 -0.749
H 4.778 0.256 -0.795 -0.34 0.19 -0.07 0.307
H 4.125 -0.447 0.675 0.07 -0.27 -0.14 0.197
H 5.888 -0.559 0.230 0.11 0.51 0.72 0.391
H 4.503 3.352 2.968 0.01 -0.10 -0.72 0.309
H 3.962 1.690 3.234 -0.38 0.36 0.59 0.353
H 2.742 2.996 2.872 0.04 -0.20 0.28 0.336
O -0.652 3.179 2.850 -0.76 -0.75 -3.52 -0.432
C -0.474 3.525 4.112 -0.36 4.24 3.26 0.690
O 0.293 2.859 4.822 0.84 -1.61 0.11 -0.715
O -1.042 4.617 4.440 0.30 -1.88 -0.63 -0.783
H 0.014 2.560 2.541 0.04 -0.52 0.46 0.274
O -1.464 0.619 -4.506 -0.21 2.12 -1.96 -0.518
C -0.538 -0.165 -4.050 5.80 -3.38 -1.88 0.694
O 0.565 -0.503 -4.572 -0.67 1.18 -0.25 -0.859
O -0.917 -0.733 -3.019 -0.77 -1.55 4.14 -0.827
H -1.891 0.265 -3.722 -3.36 0.86 0.77 0.503
O -0.358 -0.193 -0.288 -0.80 -0.88 1.32 -0.087
C 0.653 0.249 0.482 0.20 3.40 2.49 0.792
O 0.521 0.631 1.698 -1.61 -2.41 -0.61 -0.897
O 1.676 0.534 -0.119 2.90 -0.48 -1.76 -0.902
H 0.087 -0.302 -1.131 -0.50 -0.08 -1.17 -0.052

***

Record 3
60
Properties=species:S:1:pos:R:3:forces:R:3:mulliken_charge:R:1 method="wB97M-V/def2-TZVPD" smiles="CNC(C)=O.CNC(C)=O.CNC(C)=O.CNC(C)=O.CNC(C)=O" energy_ha=-1242.52125 homo_energy_ev=-9.05 homo_lumo_gap_ev=9.16
C -11.080 9.078 -7.961 -0.61 -0.86 0.56 -0.976
N -9.867 9.735 -8.464 -1.63 -1.19 1.53 -0.089
C -9.892 10.741 -9.317 -2.20 2.51 -1.68 0.436
C -8.613 11.049 -9.907 1.92 0.28 -0.90 -0.379
O -10.831 11.474 -9.722 0.62 -2.15 1.72 -0.679
H -11.859 8.971 -8.716 0.46 -0.16 -0.42 0.307
H -11.670 9.429 -7.115 0.61 1.74 0.10 0.302
H -10.890 8.123 -7.471 0.73 -0.46 -0.93 0.372
H -8.959 9.295 -8.423 -0.51 -0.31 0.37 0.274
H -8.363 12.046 -9.545 0.28 0.07 -0.58 0.198
H -8.817 10.994 -10.977 0.31 0.61 -0.03 0.131
H -7.767 10.387 -9.723 -0.01 -0.05 0.30 0.107
C -2.264 10.185 -2.918 -0.06 0.27 0.49 -0.932
N -2.802 11.560 -2.940 1.22 -1.47 1.09 -0.165
C -3.327 12.201 -3.962 -0.56 0.13 -2.65 0.706
C -3.605 13.629 -3.696 -0.94 0.13 0.79 -0.985
O -3.632 11.710 -5.059 0.50 -0.29 0.79 -0.686
H -1.990 9.789 -3.896 -0.55 0.32 -0.09 0.322
H -2.949 9.531 -2.379 -0.11 -0.17 -0.36 0.296
H -1.339 10.171 -2.342 0.02 0.27 0.06 0.350
H -2.671 12.101 -2.097 0.11 -0.24 -0.19 0.171
H -4.674 13.612 -3.483 -0.23 0.35 0.16 0.145
H -3.501 14.298 -4.550 0.52 -0.19 0.23 0.293
H -3.101 13.878 -2.762 0.03 0.89 -0.36 0.360
C -5.194 9.811 -7.770 -0.37 -1.56 1.13 -0.729
N -4.441 10.978 -7.834 1.87 2.56 -1.00 0.029
C -4.486 11.818 -8.905 -1.98 -0.71 0.68 0.678
C -3.562 13.010 -8.837 -0.77 -0.73 0.03 -0.920
O -5.307 11.558 -9.777 0.51 0.57 -0.86 -0.601
H -6.214 10.020 -7.447 -0.25 -0.22 0.09 0.065
H -4.645 9.248 -7.017 -0.64 -0.55 0.25 0.350
H -5.238 9.178 -8.656 0.24 0.51 -0.29 0.302
H -3.964 11.336 -7.019 -0.04 -0.51 0.21 0.239
H -3.342 13.135 -7.777 0.75 0.14 -0.22 0.180
H -4.035 13.924 -9.195 0.07 -0.27 -0.29 0.309
H -2.755 12.660 -9.480 0.54 0.71 0.30 0.249
C -6.665 9.793 -3.844 -0.12 0.33 0.54 -0.620
N -7.208 11.026 -3.209 0.59 -1.07 -1.04 -0.089
C -8.329 11.052 -2.411 0.40 -1.90 0.00 0.788
C -8.681 12.402 -1.972 -1.04 2.57 0.59 -1.211
O -8.915 10.036 -2.028 0.67 1.07 -0.69 -0.638
H -7.061 8.956 -3.269 0.08 -0.02 -0.26 0.381
H -5.576 9.767 -3.868 0.14 0.29 0.79 0.102
H -6.844 9.672 -4.913 -0.95 0.24 0.00 0.155
H -6.793 11.883 -3.545 -0.39 0.01 0.24 0.158
H -9.070 13.081 -2.731 0.15 -0.40 -0.81 0.332
H -7.843 12.983 -1.589 0.25 -0.35 0.24 0.295
H -9.501 12.487 -1.259 0.28 -0.76 0.33 0.335
C -6.536 9.937 -12.694 0.23 0.43 2.02 -0.860
N -6.366 9.742 -14.089 -2.63 2.73 -0.28 -0.130
C -5.594 8.870 -14.618 3.92 -3.53 -1.45 0.689
C -5.215 9.113 -16.078 -0.06 -1.25 -0.33 -1.174
O -5.034 7.947 -14.024 -0.59 0.30 0.24 -0.659
H -5.579 10.205 -12.247 0.10 -0.20 0.18 0.353
H -6.931 9.086 -12.139 0.23 -0.44 -0.50 0.272
H -7.201 10.735 -12.366 -0.06 0.24 -0.97 0.263
H -6.555 10.455 -14.778 -0.58 0.44 0.75 0.243
H -4.387 9.818 -16.148 -0.56 0.60 -0.12 0.286
H -6.089 9.234 -16.718 0.08 0.97 -0.03 0.373
H -4.775 8.210 -16.501 0.00 -0.28 0.48 0.327

***

Record 4
64
Properties=species:S:1:pos:R:3:forces:R:3:lowdin_spin:R:1 method="wB97M-V/def2-TZVPD" energy_ha=-3998.69718 homo_energy_ev="-15.93 / -17.04" homo_lumo_gap_ev="6.66 / 7.83" spin_multiplicity=4 total_charge=+3
Re 0.215 0.976 0.092 -1.30 -0.51 1.18 2.739
C -4.822 0.133 0.347 -0.01 0.08 -0.18 0.001
N -4.033 0.203 1.575 -0.02 -0.01 0.08 0.011
C -4.705 -0.065 2.851 0.00 -0.03 0.13 0.002
C -2.745 0.543 1.503 -0.10 -0.06 -0.02 0.015
N -2.100 0.789 0.400 1.21 0.28 -0.38 0.094
N -2.090 0.631 2.732 -0.16 0.13 0.05 0.006
C -0.764 0.771 3.024 0.08 -0.29 0.29 0.019
N -0.493 0.996 4.315 -0.02 0.05 -0.09 0.013
N 0.195 0.597 2.143 -0.09 0.33 -0.20 0.052
H -5.791 -0.295 0.575 0.00 -0.02 0.02 0.000
H -4.343 -0.511 -0.393 0.00 -0.03 0.04 0.000
H -4.985 1.124 -0.082 0.05 0.01 0.02 0.000
H -5.724 -0.372 2.648 -0.01 -0.01 -0.01 0.000
H -4.766 0.827 3.482 0.01 0.02 -0.05 0.000
H -4.219 -0.879 3.393 0.00 0.02 -0.02 0.000
H -2.663 0.697 -0.434 -0.10 -0.06 0.08 0.006
H -2.705 0.680 3.528 0.00 -0.02 0.01 0.000
H -1.209 1.097 5.015 -0.03 0.02 -0.02 0.000
H 0.454 1.131 4.631 0.03 -0.04 -0.01 0.000
H 1.108 0.749 2.557 0.04 -0.18 0.05 0.015
C 2.759 -3.224 -3.116 0.14 0.20 0.27 0.005
Si 3.452 -2.015 -1.876 -0.70 0.49 0.27 0.010
C 4.135 -2.623 -0.245 -0.14 0.08 -0.35 -0.011
C 4.199 -0.449 -2.570 -0.07 -0.32 0.14 0.007
As 1.128 -1.016 -0.613 0.95 -1.68 -0.38 -0.239
Si 0.210 -3.097 0.636 0.18 0.46 -0.43 0.036
C 0.722 -4.555 -0.426 -0.08 0.30 0.32 0.009
C 1.047 -2.907 2.310 -0.21 -0.10 -0.34 0.006
C -1.633 -2.759 0.522 0.35 -0.13 0.17 0.000
H 3.578 -3.766 -3.597 0.08 0.04 0.02 0.001
H 2.198 -2.720 -3.904 0.04 0.07 0.01 0.000
H 2.110 -3.965 -2.655 0.06 0.00 0.03 0.000
H 5.175 -2.939 -0.352 0.03 0.01 -0.07 -0.002
H 3.572 -3.475 0.136 0.01 -0.01 -0.04 0.000
H 4.106 -1.826 0.500 0.06 0.03 -0.03 -0.003
H 5.254 -0.624 -2.804 0.02 -0.04 0.00 0.001
H 4.158 0.374 -1.857 0.01 -0.04 0.05 0.000
H 3.715 -0.143 -3.498 -0.03 -0.06 -0.01 0.000
H 1.799 -4.716 -0.435 0.00 -0.01 0.01 0.000
H 0.373 -4.415 -1.450 -0.06 -0.02 0.01 0.000
H 0.264 -5.473 -0.050 -0.05 0.01 0.07 0.002
H 2.097 -3.195 2.256 0.01 0.00 -0.05 0.000
H 0.580 -3.535 3.071 -0.07 -0.05 -0.04 0.002
H 0.991 -1.871 2.642 -0.03 0.00 0.03 0.000
H -1.945 -2.783 -0.523 0.01 -0.01 -0.02 -0.001
H -1.857 -1.775 0.925 -0.05 0.05 0.05 0.000
H -2.222 -3.500 1.065 0.05 -0.06 0.02 0.001
C -0.369 5.718 -0.075 -0.12 0.18 0.33 0.000
N 0.078 4.684 -1.016 -0.01 -0.36 0.25 0.002
C 0.391 4.957 -2.311 0.10 -0.26 -0.28 0.016
C 0.787 3.983 -3.166 -0.02 0.20 0.01 -0.002
C 0.840 2.646 -2.701 0.13 -0.14 -0.15 0.023
N 0.497 2.388 -1.422 -0.23 0.37 0.15 0.057
C 0.174 3.403 -0.568 0.21 1.31 -0.89 0.041
O -0.016 3.091 0.631 -0.09 -0.23 -0.02 0.054
N 1.234 1.646 -3.474 -0.18 0.16 0.11 0.014
H -0.283 6.695 -0.539 0.04 -0.05 -0.09 0.000
H 0.241 5.688 0.825 0.04 -0.01 -0.06 0.000
H -1.408 5.538 0.199 0.02 0.00 -0.04 0.000
H 0.312 5.990 -2.622 -0.01 0.02 0.06 0.001
H 1.050 4.219 -4.186 -0.01 0.03 -0.01 0.000
H 1.491 1.825 -4.431 -0.02 -0.09 -0.04 0.000
H 1.201 0.697 -3.136 0.06 -0.03 0.00 -0.004